The following is a quantum chemistry calculation of 11 unconnected molecules or ions with the total composition C62H52O20, from the OMol25 dataset.

```
134
Properties=species:S:1:pos:R:3:lowdin_charge:R:1
O 4.422 -0.876 -4.834 0.075
C 3.696 -1.872 -5.068 -0.329
C 3.291 -2.134 -6.504 0.037
C 2.452 -3.118 -6.845 0.033
C 1.837 -3.895 -5.766 -0.383
O 1.057 -4.814 -6.029 0.084
C 2.121 -3.662 -4.361 0.038
C 3.126 -2.784 -4.062 0.036
H 3.695 -1.435 -7.193 0.109
H 2.093 -3.303 -7.856 0.131
H 1.521 -4.259 -3.636 0.130
H 3.362 -2.697 -3.041 0.095
O 0.223 -5.882 -0.956 0.088
C 0.890 -6.426 -1.813 -0.372
C 0.249 -7.136 -2.920 0.020
C 0.902 -7.393 -4.017 -0.003
C 2.278 -7.172 -4.089 -0.411
O 2.986 -7.452 -5.032 0.120
C 3.012 -6.568 -2.918 0.021
C 2.372 -6.291 -1.801 0.019
H -0.823 -7.255 -2.878 0.111
H 0.382 -7.828 -4.838 0.136
H 4.062 -6.384 -3.063 0.123
H 2.784 -5.981 -0.871 0.117
O -7.127 0.450 1.427 0.097
C -6.152 1.123 1.687 -0.392
C -6.072 1.680 3.102 0.050
C -4.938 2.265 3.519 0.010
C -3.778 2.309 2.643 -0.362
O -2.737 2.732 3.111 0.088
C -3.883 1.720 1.280 0.043
C -5.032 1.253 0.760 0.022
H -6.919 1.487 3.786 0.132
H -4.892 2.742 4.461 0.109
H -2.936 1.845 0.750 0.089
H -5.192 0.995 -0.306 0.140
O -1.445 -2.390 -1.292 0.069
C -1.916 -2.624 -0.189 -0.374
C -3.244 -2.060 0.117 0.034
C -3.602 -2.079 1.385 0.011
C -2.741 -2.697 2.402 -0.363
O -3.175 -2.734 3.551 0.089
C -1.529 -3.453 1.976 0.022
C -1.132 -3.482 0.719 0.016
H -3.790 -1.603 -0.757 0.152
H -4.520 -1.623 1.704 0.115
H -1.053 -4.098 2.779 0.150
H -0.272 -4.021 0.340 0.108
O -4.350 3.413 -2.276 0.112
C -3.521 4.015 -2.894 -0.391
C -2.262 4.648 -2.361 0.026
C -1.619 5.620 -2.992 0.034
C -2.049 5.949 -4.391 -0.396
O -1.335 6.660 -5.044 0.103
C -3.195 5.273 -5.061 0.024
C -3.816 4.381 -4.290 -0.005
H -1.922 4.349 -1.359 0.105
H -0.741 6.081 -2.625 0.111
H -3.354 5.506 -6.119 0.130
H -4.699 3.817 -4.733 0.142
O 0.100 1.574 3.942 0.102
C -0.421 1.096 4.909 -0.363
C -0.522 -0.365 5.260 0.016
C -1.309 -0.765 6.210 0.017
C -1.921 0.261 7.120 -0.354
O -2.614 -0.134 8.084 0.068
C -1.809 1.682 6.849 0.007
C -1.167 2.081 5.760 0.025
H 0.033 -0.986 4.569 0.115
H -1.572 -1.784 6.511 0.134
H -2.422 2.342 7.451 0.125
H -1.167 3.051 5.309 0.110
O 2.940 -0.627 2.780 0.092
C 3.945 -0.608 3.427 -0.414
C 3.977 -0.834 4.915 0.040
C 5.097 -0.509 5.571 0.031
C 6.347 -0.065 4.842 -0.363
O 7.383 0.194 5.432 0.093
C 6.271 0.060 3.368 -0.004
C 5.178 -0.266 2.746 -0.010
H 3.016 -1.143 5.376 0.125
H 5.182 -0.401 6.648 0.119
H 7.211 0.163 2.837 0.128
H 5.052 -0.455 1.667 0.146
O -2.331 -6.648 -4.406 0.069
C -2.080 -5.505 -4.771 -0.400
C -1.735 -4.545 -3.753 0.015
C -1.439 -3.314 -4.194 0.033
C -1.536 -2.960 -5.654 -0.408
O -1.380 -1.791 -5.887 0.109
C -1.836 -3.968 -6.657 0.017
C -2.195 -5.175 -6.207 0.036
H -1.630 -4.968 -2.719 0.132
H -1.114 -2.428 -3.651 0.105
H -1.976 -3.709 -7.699 0.127
H -2.660 -5.982 -6.776 0.132
O -1.435 1.768 -0.820 0.110
C -0.697 0.854 -0.707 -0.411
C -0.368 0.194 0.562 0.061
C 0.542 -0.821 0.542 0.017
C 1.197 -1.277 -0.679 -0.388
O 1.920 -2.260 -0.603 0.096
C 1.039 -0.444 -1.890 0.037
C 0.034 0.424 -1.903 0.025
H -0.795 0.631 1.440 0.108
H 0.796 -1.306 1.433 0.094
H 1.607 -0.607 -2.818 0.121
H -0.237 0.951 -2.807 0.128
C 4.247 4.247 2.151 -0.158
C 3.416 3.380 1.220 -0.136
C 2.795 2.418 2.261 -0.185
O 3.728 2.212 3.340 -0.167
C 4.635 3.315 3.338 -0.184
H 3.600 5.048 2.520 0.100
H 5.196 4.720 1.767 0.125
H 3.992 2.860 0.465 0.109
H 2.548 3.856 0.798 0.093
H 2.489 1.483 1.814 0.097
H 1.932 2.852 2.702 0.080
H 5.653 2.874 3.168 0.114
H 4.562 3.787 4.352 0.128
C -0.753 6.702 2.366 -0.199
C -1.510 5.419 2.389 -0.183
C -0.633 4.479 1.593 -0.205
O 0.190 5.297 0.763 -0.149
C 0.303 6.646 1.350 -0.167
H -0.339 6.936 3.377 0.122
H -1.545 7.520 2.226 0.137
H -2.494 5.620 1.881 0.128
H -1.849 5.064 3.335 0.087
H -1.251 3.883 0.940 0.087
H -0.058 3.814 2.216 0.095
H 0.310 7.317 0.520 0.109
H 1.288 6.742 1.772 0.103
```

The calculation puts the frontier orbital gap at 7.51 eV.

=====

The following is a quantum chemistry calculation of a gas-phase ion, C5H8Cl2N3 (charge +1), from the OMol25 dataset.

```
18
Properties=species:S:1:pos:R:3:lowdin_charge:R:1
C 0.316 2.401 -0.151 -0.046
N -0.324 1.144 0.018 -0.167
C 0.574 0.076 -0.359 -0.126
N 0.114 -1.170 0.199 0.086
C -1.225 -1.574 0.156 -0.297
N -1.634 -2.829 0.387 0.198
C -2.153 -0.502 -0.193 -0.581
Cl -3.849 -0.843 -0.201 0.696
C -1.648 0.936 -0.062 -0.597
Cl -2.795 2.165 0.168 0.834
H 1.307 2.270 0.308 0.106
H 0.312 2.802 -1.111 0.089
H -0.170 3.178 0.556 0.128
H 1.470 0.465 0.139 0.142
H 0.641 -0.147 -1.435 0.161
H 0.895 -1.707 0.529 0.155
H -2.624 -3.172 0.202 0.153
H -0.974 -3.484 0.417 0.066
```

As for the total charge: +1. The calculation puts the frontier orbital gap at 8.20 eV.

=====

The following is a quantum chemistry calculation of a molecular structure, C17H18BN7O3PdS, from the OMol25 dataset.

```
48
Properties=species:S:1:pos:R:3:lowdin_charge:R:1
H -0.310 2.835 0.596 0.120
N 0.060 1.726 -1.167 0.069
B 0.644 0.979 -3.512 -0.451
N 0.525 2.069 -2.413 0.058
C 0.736 3.408 -2.475 0.071
Pd -0.684 -0.499 -0.742 1.123
H 1.084 3.883 -3.380 0.161
C 0.400 3.936 -1.237 0.128
H 0.410 4.968 -0.944 0.146
C -0.006 2.835 -0.442 -0.025
H 1.080 1.397 -4.541 0.133
C -2.403 -2.537 0.810 -0.036
H -2.785 -2.323 1.818 0.039
H -1.494 -3.140 0.878 0.029
H -3.179 -3.065 0.229 0.048
N -0.795 0.381 -3.612 -0.007
N 1.531 -0.137 -2.905 -0.011
N -1.450 -0.107 -2.496 -0.153
N 1.144 -0.750 -1.734 -0.069
C -1.598 0.237 -4.677 -0.018
C 2.658 -0.730 -3.351 -0.018
H -1.261 0.546 -5.659 0.143
H 3.111 -0.462 -4.288 0.139
C -2.799 -0.332 -4.245 -0.014
C 3.027 -1.696 -2.420 -0.014
C -2.689 -0.512 -2.866 -0.081
C 2.067 -1.658 -1.400 -0.086
H -3.648 -0.577 -4.837 0.107
H 3.862 -2.356 -2.460 0.108
H -3.365 -0.886 -2.106 0.116
H 1.974 -2.239 -0.496 0.116
H -2.155 -1.554 0.291 -0.038
O 0.619 2.821 3.315 -0.235
S 1.429 1.637 3.164 0.666
O 2.845 1.736 3.410 -0.208
N 1.084 0.846 1.774 0.074
C 0.488 -0.327 1.955 -0.415
O 0.126 -1.102 1.011 -0.149
C 0.252 -0.665 3.382 -0.087
C -0.387 -1.777 3.954 0.052
C -0.531 -1.813 5.346 0.023
C -0.035 -0.771 6.153 0.041
C 0.614 0.328 5.573 0.027
C 0.743 0.346 4.186 -0.164
H -0.752 -2.578 3.316 0.122
H -1.037 -2.648 5.823 0.134
H -0.141 -0.822 7.240 0.142
H 0.989 1.149 6.177 0.144
```

The spin multiplicity is 5. As for the total charge: +2. As for the expectation value of S²: 6.05. The calculation puts the frontier orbital gap (spin up / spin down) at 8.29 / 4.35 eV.

=====

no.,electronic energy (eV)
1,-106073.26147
2,-34822.42597
3,-49465.32560